Entry 1:
DFT (wB97M-V/def2-TZVPD) results for 2 unconnected molecules or ions with the total composition C4H10O2Se2 in a non-equilibrium geometry.

Its spin multiplicity is 1. The calculation puts the electronic energy at -139092.4771 eV. The energy relative to the best compared isomer or geometry (same formula, charge and spin) is 52.2 kcal per mole. As for the charge: 0.

```
18
Properties=species:S:1:pos:R:3:forces:R:3
C -2.030 0.339 0.466 -1.065 2.239 2.920
C 2.021 -0.153 -1.123 -2.238 0.624 3.034
C -0.827 0.082 -0.400 -0.426 0.579 0.422
C 0.302 0.761 0.377 1.978 -2.895 -2.745
O -0.749 -1.342 -0.510 3.474 0.446 0.317
O 0.760 0.176 1.472 -0.121 -0.588 1.689
Se -3.627 -0.656 0.009 -2.352 2.478 2.405
Se 3.100 -0.814 0.223 3.415 1.667 -0.630
H -1.804 0.120 1.584 -0.101 -0.106 -1.969
H -2.309 1.476 0.557 0.489 -1.990 -0.737
H 1.560 -0.933 -1.638 -0.853 -0.899 -1.087
H 2.429 0.577 -1.718 1.068 1.606 -1.171
H -0.932 0.606 -1.414 0.248 -0.816 1.298
H 0.237 1.790 0.436 0.163 2.185 -0.465
H 0.256 -1.529 -0.385 -2.639 0.184 -0.447
H 1.433 0.640 2.033 -0.900 -0.166 -1.255
H -3.011 -1.447 -0.861 1.866 -2.525 -2.650
H 2.209 -1.701 0.735 -2.007 -2.023 1.071
```
Positions in Å, forces in eV/Å.



Entry 2:
DFT (wB97M-V/def2-TZVPD) results for a single C5H7NO molecule.

Its spin multiplicity is 1. The calculation puts the electronic energy at -8834.6077 eV. As for the SMILES: C1=N[C@H]2C[C@H]2CO1. The energy relative to the best compared isomer or geometry (same formula, charge and spin) is 36.8 kcal per mole. As for the charge: 0.

```
14
Properties=species:S:1:pos:R:3:forces:R:3
C -1.504 -0.349 0.295 -0.158 -0.050 0.110
C -0.598 0.438 -0.617 0.067 0.131 -0.103
C 0.466 1.312 0.008 -0.189 0.146 0.017
O 1.716 0.646 0.242 0.007 -0.116 0.006
C 1.685 -0.681 0.484 -0.069 -0.269 -0.010
N 0.765 -1.519 0.253 0.229 0.315 0.100
C -0.396 -1.041 -0.434 -0.074 -0.094 -0.152
H -1.391 -0.202 1.367 0.027 -0.022 -0.192
H -2.517 -0.543 -0.042 0.139 0.035 0.080
H -1.003 0.788 -1.562 0.062 -0.058 0.136
H 0.135 1.712 0.974 0.041 -0.065 -0.096
H 0.705 2.158 -0.639 -0.008 -0.145 0.049
H 2.629 -1.013 0.915 -0.110 0.072 -0.044
H -0.691 -1.703 -1.243 0.036 0.119 0.099
```
Positions in Å, forces in eV/Å.